# 1
The following is a quantum chemistry calculation of a single C11H17NS molecule, from OMol25.

Values from the calculation:
HOMO-LUMO gap (eV): 8.936
Energy relative to the best compared isomer or geometry (same formula, charge and spin) (kJ/mol): 332.85
SMILES: CN[C@@H](C)Cc1ccc(SC)cc1
Net charge: 0
LUMO energy (eV): 0.749
Highest occupied orbital energy (Ha): -0.3009
Molar mass (g/mol): 195.331

Cartesian coordinates (Å):
C  -1.61937  -1.24358  0.47688
H  -3.46472  1.08872  1.74990
C  -1.55478  0.82255  -1.00521
S  -4.00189  -0.32182  -0.16711
H  2.31887  -0.51315  1.46763
C  0.53266  -0.43250  -0.47940
C  -0.18308  0.77950  -0.90854
C  5.03868  0.31245  -0.36025
C  2.73170  -0.01285  0.50949
H  0.48360  1.43217  -1.45790
H  -2.24690  -2.14996  0.82906
H  2.39112  -1.76943  -0.42876
C  -0.25107  -1.37647  0.30078
H  -2.09337  1.51864  -1.75365
H  6.06961  0.28587  -0.00370
C  -2.27525  -0.24538  -0.30853
H  4.42051  -0.59236  1.41512
N  4.11929  -0.55836  0.53343
H  1.42473  1.69061  0.84193
H  5.00028  -0.30128  -1.34333
C  2.47483  1.49229  0.74424
H  2.76252  -0.47718  -1.58701
H  2.92927  1.91719  -0.07348
C  2.04802  -0.79590  -0.63017
H  -4.15708  2.10056  0.54178
H  0.31837  -2.09715  0.99104
C  -4.20437  1.11622  0.89137
H  3.08383  1.90675  1.55799
H  -5.30429  1.15206  1.24741
H  4.83099  1.36747  -0.43822



# 2
The following is a quantum chemistry calculation of a single C5H9F molecule, from OMol25.

Values from the calculation:
HOMO-LUMO gap (eV): 10.670
Energy relative to the best compared isomer or geometry (same formula, charge and spin) (kJ/mol): 54.66
SMILES: C=C(CC)CF
Net charge: 0
LUMO energy (eV): 1.058
Highest occupied orbital energy (Ha): -0.3532
Molar mass (g/mol): 88.125

Cartesian coordinates (Å):
H  -0.05940  -0.01960  1.85124
H  -0.62846  2.43373  1.60612
H  -2.51484  -0.86885  -0.87752
C  -1.44300  -0.95140  -1.03974
C  -0.49257  -0.48990  -0.22237
H  -1.11215  -1.55154  -1.85050
H  1.12475  -1.08857  -1.67779
H  0.66209  1.86588  0.52447
H  1.16390  -1.87529  -0.12779
C  0.91585  -0.90531  -0.57105
F  1.84964  0.01347  -0.04702
H  -0.91281  2.21467  -0.07180
C  -0.69943  0.31796  1.01507
C  -0.38353  1.78555  0.75364
H  -1.75370  0.22692  1.43341



# 3
The following is a quantum chemistry calculation of a molecular structure, C52H35AsF5FeN10O, from OMol25.

Values from the calculation:
HOMO-LUMO gap (spin up / spin down) (eV): 4.209 / 4.210
Energy relative to the best compared isomer or geometry (same formula, charge and spin) (kJ/mol): 80.89
Net charge: -1
LUMO energy (spin up / spin down) (eV): 0.627 / 0.627
Highest occupied orbital energy (spin up / spin down) (Ha): -0.1316 / -0.1316
Molar mass (g/mol): 1041.678

Cartesian coordinates (Å):
C  -3.68290  -5.85834  3.05635
H  -4.56932  4.23285  3.47948
H  -0.48524  3.89557  -0.19237
F  3.25751  5.47180  -2.10588
H  -3.53826  -1.49901  -7.26675
C  3.29469  -4.25400  -0.77212
F  3.07719  0.08192  -2.77305
H  -2.63754  -1.44991  -0.28680
C  -4.15645  3.77010  2.59134
H  -0.44694  -3.51218  0.40380
H  -3.26598  -2.15045  1.22452
C  -2.34432  2.76520  1.44061
H  -4.39734  -5.97528  1.03886
C  -3.17048  2.52050  0.35339
C  2.20702  -5.86615  -2.21375
H  -4.46099  -6.49540  3.45705
C  -0.96993  2.22168  1.13557
H  -2.71354  -5.57297  4.94766
H  -2.62891  -4.52331  0.12864
C  -1.70504  -4.52780  3.37515
H  -0.93558  -4.13506  4.02970
C  2.10771  -1.93950  -0.79552
C  -2.69561  -1.32595  0.79363
N  1.61166  0.68088  0.30087
C  -2.65186  -4.74420  1.18981
H  4.06841  -3.96676  -0.07302
C  -4.98317  3.54522  1.49346
C  -2.84886  0.14535  -3.87843
H  6.07806  3.55183  2.25641
C  2.33144  -3.33909  -1.15199
C  1.32122  -3.67028  -2.05566
N  -0.47328  1.39523  2.15756
C  3.10722  1.42020  -2.59642
H  -5.12882  2.72036  -0.50263
C  1.11145  2.68380  3.43679
C  5.43238  2.76176  1.89352
C  1.99357  3.49604  -2.34573
H  1.11162  5.13271  1.15622
H  -2.16486  3.55297  3.42111
C  0.88676  4.12790  1.50810
H  2.17317  -6.87171  -2.61342
H  7.07630  1.51756  1.31231
C  -3.32928  -1.04335  -6.30721
H  -1.87379  -2.53151  -5.73510
N  -2.90222  1.41615  -1.81612
H  -6.02062  3.85332  1.53370
H  -3.21425  -0.39305  1.00969
C  0.91936  1.55003  2.46302
C  5.19771  0.58620  0.87401
C  5.99864  1.60460  1.36726
C  -2.40379  -1.63038  -5.45718
H  -0.77414  -1.18245  4.14536
H  1.27478  0.60501  2.89989
C  -2.81933  3.38725  2.57466
C  1.77664  1.85350  1.16549
C  0.51053  -2.46412  -2.21622
C  -3.64775  -5.56047  1.70198
O  0.73677  1.47903  -2.47263
C  -3.99450  0.12996  -5.95319
H  5.61498  -0.31266  0.43987
N  2.95433  -1.26701  -0.08721
C  -2.70216  -5.33828  3.89009
N  -1.36053  -0.35999  -2.18175
H  1.45488  5.89931  3.26782
C  3.82712  0.77760  0.90070
C  3.21036  4.13621  -2.27150
C  4.39491  3.42388  -2.34794
C  -1.58944  -1.17772  3.42210
H  0.35111  -3.49380  1.98778
C  -2.35156  0.50455  -2.55307
F  5.58503  4.05254  -2.25914
H  -4.26947  1.64799  -4.43571
F  5.47141  1.35070  -2.64697
N  0.97580  -1.47957  -1.40533
C  1.03707  3.92748  2.96480
H  1.22507  2.46233  4.49142
H  1.46480  4.96824  4.65831
N  -1.18858  1.46980  -0.15682
H  -4.69647  0.56847  -6.65069
C  -1.23822  -1.29849  -3.14550
F  0.87810  4.24616  -2.27004
N  1.33481  3.09761  0.56461
C  -0.07493  3.36268  0.66058
H  -2.09632  -0.21846  3.48784
C  3.25687  1.93147  1.41768
C  4.05357  2.93667  1.92992
H  -2.28347  -1.99014  3.63616
C  -2.38578  1.74447  -0.61582
Fe  0.04598  0.15672  -0.90467
C  -0.59716  -3.33226  1.47128
C  4.32944  2.05270  -2.52933
C  -2.16370  -1.01742  -4.24006
H  3.95294  -6.27570  -1.04382
C  -3.76347  0.73769  -4.72730
C  -1.65896  -4.20714  2.01422
C  -4.49846  2.91490  0.35569
H  0.46383  -5.20519  -3.29642
C  2.73850  0.00310  0.30056
C  1.24660  -4.94167  -2.59783
N  -0.45814  -2.36033  -3.09895
As  -0.89491  -1.27819  1.58270
C  1.86246  2.09041  -2.45970
N  1.07074  5.09583  3.74027
C  3.21969  -5.52769  -1.31666
H  3.62438  3.84841  2.32203



# 4
The following is a quantum chemistry calculation of a single C2H2N2O2S molecule, from OMol25.

Values from the calculation:
HOMO-LUMO gap (spin up / spin down) (eV): 6.952 / 7.761
Energy relative to the best compared isomer or geometry (same formula, charge and spin) (kJ/mol): 431.69
Net charge: 0
LUMO energy (spin up / spin down) (eV): -1.364 / -0.528
Highest occupied orbital energy (spin up / spin down) (Ha): -0.3056 / -0.3046
Molar mass (g/mol): 118.117

Cartesian coordinates (Å):
O  -1.88544  -1.26856  -0.05485
S  1.76958  -0.06827  -0.01485
N  -0.55058  0.74889  -0.11447
N  0.73045  1.30016  -0.13218
O  -1.49084  1.55186  0.00310
C  0.51358  -1.24911  -0.02835
H  1.04667  2.05670  0.50715
C  -0.79325  -0.84528  -0.07783
H  0.65982  -2.22639  -0.08772



F_max per entry: 5.95, 1.71, 1.66, 4.29 eV Å⁻¹